[1]
DFT (ωB97M-V/def2-TZVPD) results for a cluster of 13 separate species, C48H46BN12O18 in total in a non-equilibrium geometry.

XYZ file:
```
125
Properties=species:S:1:pos:R:3
O 0.2843 -2.3443 2.3258
C 0.2700 -1.4691 1.4419
O -0.4329 -0.3279 1.3499
B -0.1996 0.2312 -0.0025
O 0.7319 -0.6847 -0.6292
C 1.1046 -1.5858 0.1697
O 1.9870 -2.3843 -0.0446
O 0.2827 1.6424 0.0740
C -0.6119 2.4615 -0.4424
O -0.5416 3.7045 -0.4604
C -1.8100 1.5908 -1.0463
O -1.4755 0.3314 -0.8433
O -2.8387 2.0563 -1.6160
C 0.5660 5.7971 2.5243
C 0.4809 7.1778 2.0822
N 0.4076 8.2716 1.6982
H 1.4716 5.6833 3.1202
H 0.6512 5.1400 1.6588
H -0.2770 5.6027 3.1875
C 5.0688 -2.1960 0.3317
C 5.7499 -2.3509 1.6228
N 6.2340 -2.5120 2.6660
H 4.8436 -3.1560 -0.1327
H 5.7509 -1.6857 -0.3483
H 4.1953 -1.5875 0.5658
C -5.1039 0.1625 -0.4018
C -5.1631 1.3833 0.4179
N -5.2107 2.2961 1.1606
H -5.3118 0.2458 -1.4685
H -5.8348 -0.5180 0.0352
H -4.1326 -0.3223 -0.3035
C 3.3884 3.2349 -0.2864
C 4.0489 2.0268 0.2173
N 4.5153 1.0329 0.6603
H 2.4750 3.0203 -0.8412
H 4.1691 3.7370 -0.8577
H 3.0784 3.8712 0.5426
C -0.8480 -2.9748 -2.7866
C -0.3540 -3.6827 -3.9342
N 0.0368 -4.2014 -4.8898
H -0.7561 -1.8929 -2.8827
H -0.2081 -3.2638 -1.9529
H -1.8579 -3.3471 -2.6145
C -2.6471 5.3993 0.6407
C -2.1670 6.3432 -0.3850
N -1.7166 7.0052 -1.2328
H -1.9401 5.3304 1.4674
H -2.6757 4.4330 0.1372
H -3.6692 5.6688 0.9069
C 0.4787 -3.4887 5.0973
C 0.7068 -4.1128 6.3947
N 0.9017 -4.6262 7.3950
H -0.5171 -3.8364 4.8226
H 1.1954 -3.8266 4.3488
H 0.5336 -2.4009 5.1394
C -3.8982 0.7549 -5.1602
C -2.7992 0.3574 -4.5226
C -1.5323 0.5645 -5.1067
C -1.4760 1.0681 -6.4261
C -2.5950 1.5350 -7.1153
C -3.8064 1.3057 -6.4585
N -0.1866 1.1187 -7.0618
O 0.6546 0.3606 -6.7006
O -0.0541 1.8981 -7.9827
H -4.8720 0.7108 -4.6955
H -2.8759 -0.1066 -3.5504
H -0.6649 0.2332 -4.5552
H -2.4089 2.0334 -8.0551
H -4.7502 1.4552 -6.9617
C -2.7854 -5.9625 4.5368
C -1.6708 -5.7670 3.7504
C -1.7244 -5.0957 2.5231
C -2.9900 -4.6201 2.1236
C -4.1529 -4.7807 2.9319
C -4.0502 -5.5421 4.1044
N -3.0676 -3.8392 0.8137
O -2.0945 -3.9651 0.0523
O -4.1291 -3.1681 0.6757
H -2.6678 -6.6130 5.3908
H -0.7266 -6.0473 4.1935
H -0.8701 -4.9050 1.8906
H -5.1081 -4.4676 2.5371
H -4.9524 -5.8334 4.6216
C 1.0198 -6.7173 -2.0245
C 1.2599 -5.7441 -1.0531
C 2.5351 -5.6973 -0.4796
C 3.5844 -6.5022 -0.9520
C 3.3597 -7.3782 -1.9930
C 2.1008 -7.4616 -2.5529
N 5.0071 -6.3089 -0.4140
O 5.8227 -6.9802 -1.0233
O 5.1762 -5.5123 0.5171
H 0.0144 -6.7541 -2.4174
H 0.4488 -5.0972 -0.7530
H 2.7640 -4.9705 0.2858
H 4.1583 -7.9907 -2.3847
H 1.8680 -8.1100 -3.3845
C 1.6269 7.2886 -2.4733
C 1.4612 5.9197 -2.7802
C 2.5384 5.2911 -3.4570
C 3.7300 5.9767 -3.7747
C 3.8186 7.3931 -3.4076
C 2.7600 7.9899 -2.7862
N 4.8416 5.2854 -4.4711
O 5.8212 5.9301 -4.8741
O 4.8311 4.0668 -4.5181
H 0.7926 7.6684 -1.9023
H 0.5066 5.4467 -2.6029
H 2.4610 4.2567 -3.7577
H 4.7509 7.9325 -3.4870
H 2.9335 8.9500 -2.3232
C -1.7580 2.4291 3.9479
C -1.1993 3.0663 5.0424
C -0.8097 2.2621 6.1135
C -1.0534 0.8793 6.1391
C -1.6680 0.2141 5.0465
C -1.9994 1.0053 3.9427
N -0.4795 0.0971 7.2682
O -0.9084 -1.0270 7.4215
O 0.4263 0.6036 7.9077
H -1.9735 2.9222 3.0115
H -1.1079 4.1380 4.9458
H -0.2774 2.7629 6.9086
H -1.9266 -0.8276 4.9262
H -2.3107 0.5183 3.0303
```

The expectation value of S² is 0.77. The value obtained for the HOMO energy (alpha / beta) is -9.72 / -9.72 eV. The multiplicity is 2.



[2]
DFT (ωB97M-V/def2-TZVPD) results for a cluster of 9 separate species, C15H48O9 in total in a non-equilibrium geometry.

XYZ file:
```
72
Properties=species:S:1:pos:R:3
C 3.1875 -1.1336 3.1595
C 3.6969 -1.5661 4.5728
O 3.9362 -2.9411 4.5191
H 2.9119 -0.0832 3.0650
H 2.2538 -1.6491 2.9349
H 3.9409 -1.3061 2.3909
H 2.9674 -1.3045 5.3392
H 4.6527 -1.1335 4.8685
H 3.1175 -3.4177 4.3638
C -3.0706 1.5742 0.3037
C -4.4217 1.4123 0.9703
O -4.6030 2.1989 2.1523
H -2.7137 2.5636 0.0179
H -3.0532 1.0893 -0.6724
H -2.2949 1.0936 0.8999
H -4.5577 0.4054 1.3651
H -5.2174 1.5631 0.2408
H -5.5313 2.3418 2.3511
C -2.1603 -0.0262 -6.1324
C -1.7211 -1.1683 -5.1785
O -0.3592 -1.2929 -5.3136
H -3.2485 0.0198 -6.1745
H -1.9190 -0.1612 -7.1868
H -1.7360 0.9017 -5.7491
H -2.1287 -2.1056 -5.5573
H -2.0432 -0.9526 -4.1598
H -0.1374 -1.8118 -4.5371
C -0.4861 -4.3884 -1.4161
C -0.7924 -3.4149 -2.5860
O 0.3416 -3.2748 -3.4503
H 0.3585 -4.0588 -0.8110
H -0.2698 -5.4141 -1.7148
H -1.3649 -4.3332 -0.7737
H -1.0130 -2.4269 -2.1819
H -1.5881 -3.7681 -3.2419
H 0.4816 -4.0916 -3.9350
C 1.0238 -0.8464 -1.0108
C 0.0919 -0.2076 -0.0595
O 0.6476 -0.4343 1.2189
H 2.0632 -0.5295 -0.9250
H 0.7320 -0.5942 -2.0303
H 0.9562 -1.9194 -0.8317
H -0.8750 -0.6826 -0.2259
H -0.1357 0.8429 -0.2403
H 0.8773 0.4378 1.5481
C 2.4255 2.3636 -2.6804
C 1.3991 2.3975 -3.8230
O 0.3618 3.2963 -3.4743
H 3.2045 1.6694 -2.9958
H 1.9160 1.9502 -1.8101
H 2.9378 3.3016 -2.4664
H 1.0014 1.4386 -4.1553
H 1.9224 2.7982 -4.6912
H 0.0440 3.7812 -4.2395
C -0.4666 0.4224 4.8542
C -0.8642 1.8577 4.3845
O 0.2554 2.6667 4.7234
H 0.4086 0.1178 4.2804
H -1.2518 -0.3198 4.7102
H -0.1606 0.3518 5.8980
H -1.7494 2.2087 4.9149
H -1.0498 1.9337 3.3131
H -0.0370 3.5796 4.6704
C 1.7196 3.2579 1.7226
O 1.7267 2.0377 2.3494
H 2.3743 4.0111 2.1609
H 1.9137 3.1240 0.6584
H 0.7191 3.6652 1.8681
H 1.2616 2.2839 3.1523
O -0.0174 -2.9666 2.3494
H -0.9306 -3.1497 2.1284
H 0.1391 -2.0848 2.0115
```

The value obtained for the HOMO energy is -9.61 eV.



| no. | E_tot (eV) |
| --- | --- |
| 1 | -105917.7453 |
| 2 | -34757.9870 |